Record 1
{
  "formula": "C7H37NO13",
  "method": "the ωB97M-V functional and the def2-TZVPD basis",
  "e_above_lowest_ev": 0.000,
  "homo_ev": -8.3608,
  "total_charge": 0,
  "lumo_energy_ev": 0.205,
  "total_energy_ha": -1321.86232,
  "orbital_gap_ha": 0.31477,
  "elements": ["C", "C", "C", "C", "C", "N", "C", "C", "H", "H", "H", "H", "H", "H", "H", "H", "H", "H", "H", "H", "H", "O", "H", "H", "O", "H", "H", "O", "H", "H", "O", "H", "H", "O", "H", "H", "O", "H", "H", "O", "H", "H", "O", "H", "H", "O", "H", "H", "O", "H", "H", "O", "H", "H", "O", "H", "H", "O"],
  "coordinates": [[-0.7211, 2.3312, 0.4088], [-0.6655, 0.8705, 0.8546], [0.6955, 0.2202, 0.5494], [0.6612, -1.2378, 0.2014], [1.7567, -1.9507, -0.2444], [1.3616, -3.2465, -0.4328], [0.0512, -3.3926, -0.0963], [-0.4181, -2.1524, 0.2714], [0.1742, 2.8679, 0.7206], [-1.6015, 2.8122, 0.8389], [-0.7791, 2.4224, -0.6766], [-0.8560, 0.8055, 1.9213], [-1.4667, 0.3096, 0.3715], [1.1685, 0.7840, -0.2600], [1.3415, 0.3707, 1.4121], [2.7711, -1.6273, -0.3892], [1.9626, -4.0006, -0.7127], [-0.4613, -4.3335, -0.1123], [-1.4200, -1.9882, 0.6289], [3.3157, 1.9571, 1.9372], [3.3498, 2.0480, 0.3563], [3.7757, 1.6256, 1.1274], [0.7982, -1.2738, -2.0739], [-0.3667, -0.5491, -2.7931], [0.5628, -0.8617, -2.9126], [1.2104, 0.8371, -3.0463], [0.1966, 2.0041, -2.9683], [1.1429, 1.8146, -2.9834], [-2.4221, -1.5388, -3.2689], [-2.4532, -2.6113, -2.1546], [-2.9808, -2.2038, -2.8584], [-4.7629, 0.4515, -1.9635], [-4.0671, -0.9766, -1.9633], [-4.1550, -0.1328, -1.4570], [-1.2693, 0.9157, -1.4384], [-2.6047, 0.3981, -1.8841], [-1.7103, 0.6314, -2.2463], [1.9844, 2.5274, -1.6861], [3.2833, 3.3110, -1.4397], [2.5500, 2.8932, -0.9721], [1.2317, -0.4038, 3.9509], [0.8559, 0.2892, 5.2633], [0.7993, 0.4138, 4.3078], [4.9650, -0.9925, 1.8414], [3.8892, -0.0454, 1.2472], [4.0890, -0.9964, 1.4533], [-4.0898, -0.2431, 1.9607], [-4.6868, -0.2854, 0.5596], [-4.9069, -0.4325, 1.4917], [2.8219, -1.4225, 2.5487], [2.5328, -2.4938, 3.6350], [2.1952, -1.6781, 3.2691], [1.7715, 3.1950, 3.2558], [1.8191, 1.7207, 3.6892], [2.4001, 2.4694, 3.3946], [-5.1254, 2.4623, -3.2059], [-6.2845, 2.1796, -2.1930], [-5.6334, 1.7678, -2.7801]]
}



Record 2
{
  "formula": "C57H77N4O36P",
  "method": "the ωB97M-V functional and the def2-TZVPD basis",
  "homo_ev": -1.4650,
  "total_charge": -2,
  "lumo_energy_ev": 0.503,
  "total_energy_ha": -5487.05504,
  "orbital_gap_ha": 0.07232,
  "elements": ["C", "C", "C", "O", "C", "N", "H", "H", "H", "H", "H", "H", "H", "H", "H", "H", "H", "H", "P", "O", "O", "O", "O", "C", "O", "C", "C", "O", "C", "H", "H", "H", "H", "H", "H", "H", "H", "H", "H", "C", "O", "C", "C", "O", "C", "H", "H", "H", "H", "H", "H", "H", "H", "H", "H", "C", "O", "N", "C", "C", "H", "H", "H", "H", "H", "H", "H", "C", "O", "N", "C", "C", "H", "H", "H", "H", "H", "H", "H", "C", "O", "N", "C", "C", "H", "H", "H", "H", "H", "H", "H", "C", "C", "C", "O", "C", "C", "C", "O", "O", "O", "H", "H", "H", "H", "C", "C", "C", "O", "C", "C", "C", "O", "O", "O", "H", "H", "H", "H", "C", "C", "C", "O", "C", "C", "C", "O", "O", "O", "H", "H", "H", "H", "C", "C", "C", "O", "C", "C", "C", "O", "O", "O", "H", "H", "H", "H", "C", "C", "C", "O", "C", "C", "C", "O", "O", "O", "H", "H", "H", "H", "C", "C", "C", "O", "C", "C", "C", "O", "O", "O", "H", "H", "H", "H"],
  "coordinates": [[-12.3939, 18.4903, 6.6384], [-13.0481, 17.3508, 5.8974], [-14.5076, 17.1618, 6.2399], [-15.2600, 16.4272, 5.2662], [-16.5901, 16.0636, 5.6180], [-12.8868, 17.4059, 4.3238], [-13.6581, 17.7939, 3.7997], [-11.9965, 17.7732, 4.0194], [-12.9333, 16.5171, 3.8463], [-11.3315, 18.4520, 6.8789], [-12.8303, 18.6036, 7.6308], [-12.4442, 19.4324, 6.0926], [-12.5153, 16.4462, 6.1903], [-14.9715, 18.1102, 6.5106], [-14.5022, 16.6382, 7.1959], [-17.3306, 16.8612, 5.5589], [-16.6318, 15.6900, 6.6411], [-17.1012, 15.2998, 5.0318], [-10.4280, 15.6168, 2.5820], [-11.6903, 16.2158, 1.8846], [-9.3620, 15.3284, 1.4393], [-10.7490, 14.3162, 3.3297], [-9.9214, 16.7644, 3.5549], [-19.2211, 11.2856, 3.0441], [-19.7324, 11.8542, 4.2407], [-19.0281, 13.0174, 4.6898], [-19.7134, 13.8361, 5.7641], [-19.9723, 13.0874, 6.9343], [-21.0022, 12.1355, 6.7446], [-19.5559, 10.3113, 2.6883], [-18.1394, 11.2712, 2.9104], [-19.4470, 12.0062, 2.2581], [-18.9653, 13.7022, 3.8441], [-18.0197, 12.7246, 4.9820], [-20.5988, 14.4111, 5.4930], [-18.9871, 14.5895, 6.0689], [-21.8958, 12.6218, 6.3533], [-21.1946, 11.7572, 7.7486], [-20.7136, 11.3028, 6.1032], [-19.1931, 10.6640, 9.9270], [-19.0590, 11.2958, 11.2360], [-19.5801, 12.6685, 11.3330], [-18.8474, 13.6694, 10.3617], [-17.4914, 13.3537, 10.2981], [-16.9385, 14.2396, 9.3208], [-18.4436, 11.0650, 9.2448], [-20.2216, 10.6233, 9.5684], [-18.9403, 9.6115, 10.0549], [-19.4550, 12.9797, 12.3701], [-20.6605, 12.6508, 11.1895], [-19.0588, 14.7057, 10.6253], [-19.3795, 13.6826, 9.4105], [-16.0349, 13.8798, 8.8287], [-16.6182, 15.1554, 9.8176], [-17.6662, 14.5647, 8.5772], [-11.5592, 22.2707, 8.4409], [-12.4974, 23.0511, 8.7262], [-11.0202, 21.3195, 9.2128], [-9.8055, 20.5908, 8.8479], [-11.6836, 20.9388, 10.4284], [-11.0656, 22.2904, 7.4569], [-9.0964, 20.7613, 9.6579], [-9.3451, 20.8557, 7.8961], [-9.9188, 19.5068, 8.8685], [-11.1874, 21.0190, 11.3957], [-12.6728, 21.3296, 10.6665], [-11.8813, 19.8669, 10.4236], [-15.6031, 19.0824, 9.6474], [-16.1228, 18.6860, 8.6453], [-16.0188, 18.7450, 10.9163], [-15.3932, 19.4011, 12.0276], [-17.1944, 17.8317, 11.2198], [-14.8380, 19.8727, 9.5997], [-16.0775, 19.9979, 12.6307], [-14.4702, 19.9627, 11.8835], [-15.0630, 18.6583, 12.7537], [-17.5660, 17.1580, 10.4478], [-16.8832, 17.1499, 12.0113], [-18.0038, 18.4744, 11.5660], [-11.2258, 14.4724, 11.4340], [-10.8773, 14.3468, 12.5805], [-12.1334, 15.4142, 11.0538], [-12.3371, 15.6128, 9.5981], [-12.7614, 16.3866, 11.8954], [-10.8285, 13.8714, 10.6014], [-12.1026, 14.7368, 8.9932], [-11.6123, 16.3606, 9.2763], [-13.3069, 16.0583, 9.3766], [-13.8397, 16.3457, 11.7417], [-12.6549, 16.0464, 12.9255], [-12.4938, 17.4405, 11.8189], [-16.3566, 20.2457, 4.4590], [-17.3721, 20.0916, 3.5899], [-17.7277, 21.0003, 2.4674], [-18.6262, 20.6914, 1.6401], [-16.9125, 22.1638, 2.5490], [-15.8861, 22.3621, 3.4485], [-15.4998, 21.3637, 4.4771], [-14.5224, 21.3944, 5.2342], [-15.1657, 23.4768, 3.5768], [-18.0269, 18.9473, 3.7130], [-16.1264, 19.3889, 5.0748], [-16.9925, 22.9522, 1.8152], [-14.5954, 23.4766, 4.3491], [-18.6539, 18.9360, 2.9861], [-17.3924, 16.0444, 1.8486], [-17.3732, 17.2176, 1.2957], [-16.0993, 17.8742, 0.9885], [-16.0327, 18.9442, 0.3579], [-14.9279, 17.1708, 1.5048], [-14.9816, 15.9347, 2.0473], [-16.2556, 15.1816, 2.2583], [-16.4044, 14.0938, 2.8017], [-13.8843, 15.1498, 2.1613], [-18.4878, 17.9611, 0.8668], [-18.3542, 15.5928, 2.0417], [-14.0012, 17.6868, 1.3015], [-13.1053, 15.6660, 1.9419], [-18.2250, 18.7925, 0.4653], [-11.2694, 19.5741, 2.3837], [-10.4985, 20.0097, 3.4338], [-10.4623, 21.4438, 4.0112], [-9.7494, 21.9687, 4.9286], [-11.4183, 22.2923, 3.2507], [-12.1777, 21.7981, 2.2315], [-12.2818, 20.4423, 1.7023], [-12.9747, 20.0401, 0.7986], [-12.9602, 22.6858, 1.5394], [-9.5857, 19.1900, 4.0391], [-11.0795, 18.5779, 2.0124], [-11.4966, 23.3284, 3.5455], [-13.6016, 22.1456, 1.0722], [-9.6730, 18.3065, 3.6741], [-15.1474, 11.5829, 5.7125], [-15.5181, 11.0347, 4.5751], [-14.7642, 11.1695, 3.3228], [-14.8073, 10.4733, 2.3448], [-13.7544, 12.3050, 3.3823], [-13.5239, 13.0137, 4.4952], [-14.1034, 12.6630, 5.8744], [-13.6962, 13.1084, 6.9612], [-12.8166, 14.1860, 4.5263], [-16.4047, 10.0169, 4.6145], [-15.5223, 11.2709, 6.6761], [-13.1904, 12.6391, 2.5241], [-12.0290, 14.2158, 3.9782], [-16.6714, 9.7498, 3.7318], [-7.1072, 15.8258, 8.4066], [-6.4405, 14.9116, 7.6783], [-6.8080, 14.3476, 6.3080], [-6.1265, 13.4637, 5.7783], [-8.0330, 15.0198, 5.7554], [-8.7272, 15.9340, 6.4889], [-8.3211, 16.3451, 7.9460], [-8.9672, 16.9797, 8.6874], [-9.9012, 16.2622, 5.9464], [-5.3385, 14.2733, 8.1784], [-6.6457, 16.1025, 9.3430], [-8.4444, 14.7885, 4.7839], [-9.8077, 16.3267, 4.9931], [-5.0840, 13.6269, 7.5158], [-21.0812, 19.9380, 8.3745], [-20.0103, 19.2354, 7.9166], [-20.1283, 17.8965, 7.2521], [-19.1848, 17.1702, 6.8820], [-21.4542, 17.3275, 7.2850], [-22.5126, 18.1306, 7.6851], [-22.4583, 19.5270, 8.2084], [-23.4209, 20.1630, 8.6086], [-23.7865, 17.6015, 7.6257], [-18.7588, 19.6079, 8.2077], [-20.8362, 20.8166, 8.9529], [-21.5411, 16.2805, 7.0347], [-23.9265, 16.8712, 7.0185], [-18.0991, 18.9449, 7.9912]]
}